Record 1
# C22H29I2IrN3O4Si

A molecular structure, C22H29I2IrN3O4Si in a non-equilibrium geometry (ωB97M-V/def2-TZVPD, OMol25).

CARTESIAN COORDINATES (ANGSTROEM)
Ir1 0.20551 -0.05242 -0.56361
C1 -3.91277 0.80801 2.95442
N1 -2.74345 1.33580 2.26050
C2 -2.79493 2.76474 1.95660
C3 -1.78224 0.58521 1.75618
O1 -0.85340 1.06540 1.06394
C4 -1.83026 -0.91530 2.02142
O2 -0.75708 -1.58128 1.39483
C5 0.25974 -2.08816 2.22911
C6 1.59538 -1.40439 1.95857
O3 1.73045 -0.64436 0.97102
N2 2.60366 -1.65434 2.77397
C7 2.60765 -2.67820 3.81159
C8 3.89499 -1.00712 2.54747
H1 -4.20964 1.50351 3.73612
H2 -3.71802 -0.15494 3.41539
H3 -4.74631 0.70660 2.25621
H4 -3.03256 3.32103 2.86091
H5 -3.56927 2.95732 1.21206
H6 -1.83685 3.09297 1.56925
H7 -2.74783 -1.31404 1.58258
H8 -1.83741 -1.10172 3.09709
H9 0.37256 -3.14994 1.99228
H10 -0.01226 -1.98583 3.28060
H11 1.61961 -3.08823 3.99240
H12 2.98474 -2.25463 4.74108
H13 3.26999 -3.49256 3.51379
H14 3.75495 -0.08670 1.99052
H15 4.56144 -1.66454 1.98600
H16 4.35084 -0.77854 3.50799
I1 -1.66442 3.90852 -3.68188
C9 0.09334 2.82519 -3.87536
C10 0.92332 2.96281 -4.97136
C11 2.11084 2.25012 -5.06130
I2 3.28206 2.51021 -6.76497
C12 2.52150 1.36090 -4.01142
C13 3.73425 0.65006 -3.97957
C14 4.02381 -0.15917 -2.90450
C15 3.09303 -0.28586 -1.87620
N3 1.94268 0.36731 -1.89719
C16 1.65722 1.18834 -2.92046
C17 0.39537 1.89909 -2.82034
O4 -0.38396 1.68900 -1.86127
H17 0.64000 3.63582 -5.76860
H18 4.43716 0.74316 -4.79613
H19 4.95708 -0.70059 -2.85494
H20 3.27624 -0.92214 -1.02075
C18 -2.04344 -2.76085 -5.19230
Si1 -2.08924 -3.49910 -3.45694
C19 -0.99910 -5.04537 -3.41486
C20 -3.83018 -3.85758 -2.84045
C21 -1.28730 -2.28429 -2.29485
C22 -0.73039 -1.47432 -1.58097
H21 -2.48058 -3.45014 -5.91530
H22 -1.01560 -2.55867 -5.49556
H23 -2.60647 -1.82700 -5.23033
H24 -1.40401 -5.79789 -4.09247
H25 -0.96800 -5.46398 -2.40865
H26 0.01748 -4.80642 -3.72728
H27 -4.31670 -4.58450 -3.49214
H28 -4.43840 -2.95232 -2.82924
H29 -3.80956 -4.26897 -1.83090

The energy above the lowest of the compared OMol25 structures with the same formula, charge and spin is 49.74 kcal/mol. The value obtained for the largest force on an atom is 3.51 eV Å⁻¹. As for the expectation value of S²: 0.79. For the calculated total energy, the calculation gives -62845.9871 eV. Its HOMO energy (spin up / spin down) is -13.56 / -13.55 eV. The spin multiplicity is 2. The LUMO energy (spin up / spin down) comes out at -6.77 / -8.26 eV. The HOMO-LUMO gap (spin up / spin down) is 0.249 / 0.195 Eh. The charge is +2.

=====

Record 2
# C23H41Br2Cl6F9FeNO12S3

A molecular structure, C23H41Br2Cl6F9FeNO12S3 in a non-equilibrium geometry (ωB97M-V/def2-TZVPD, OMol25).

CARTESIAN COORDINATES (ANGSTROEM)
Fe1 24.83705 1.49220 -22.53983
O1 22.17822 4.66342 -23.34039
H1 21.44381 4.04518 -23.34599
H2 22.97239 4.14768 -23.18255
H3 22.20397 5.13086 -24.17851
C1 20.55811 -0.35973 -21.78626
F1 20.79180 -0.79781 -23.01872
F2 19.27171 -0.08230 -21.63579
F3 20.95225 -1.31836 -21.00222
S1 21.60714 1.31462 -21.37140
O2 21.25406 1.67381 -20.01114
O3 23.03294 1.05475 -21.64483
O4 21.15866 2.27604 -22.35872
C2 27.46173 0.05097 -25.21683
F4 26.79153 -1.10971 -25.38302
F5 28.61117 -0.09823 -25.84237
F6 26.76854 0.94235 -25.87481
S2 27.74737 0.33200 -23.32703
O5 28.91647 -0.47421 -22.95754
O6 27.77140 1.80121 -23.26459
N1 26.12028 0.00082 -22.67782
S3 26.44742 -1.34056 -21.95551
O7 26.85193 -2.44316 -22.87652
O8 27.24434 -1.12059 -20.72837
C3 24.65616 -1.83668 -21.31788
F7 24.72312 -3.05276 -20.85292
F8 24.25176 -1.06449 -20.26257
F9 23.82440 -1.88617 -22.35481
C4 20.43659 4.75270 -19.03648
Cl1 21.37206 5.43182 -20.38982
Cl2 18.80937 4.45945 -19.62558
Cl3 20.46685 5.74727 -17.58677
H4 20.77722 3.75186 -18.77122
C5 18.85521 0.84135 -17.75517
Cl4 17.28304 1.06636 -18.58577
Cl5 18.78662 -0.67131 -16.85163
Cl6 19.20066 2.32799 -16.81710
H5 19.68951 0.79300 -18.45497
C6 23.11219 1.12028 -26.72252
C7 23.81061 -0.19443 -26.52260
C8 23.73796 -0.32121 -24.95586
O9 24.06334 1.04733 -24.58210
C9 23.79935 1.94616 -25.63360
H6 22.03148 1.09959 -26.58202
H7 23.27585 1.44818 -27.74907
H8 24.88005 -0.11900 -26.71932
H9 23.45645 -1.05051 -27.09687
H10 24.45116 -1.00589 -24.49689
H11 22.71166 -0.47504 -24.62245
H12 24.72694 2.37203 -26.01609
H13 23.05052 2.68122 -25.33854
C10 18.10813 5.56763 -24.80401
C11 18.07934 4.60744 -23.67641
C12 18.96041 3.55421 -24.19477
O10 20.00814 4.23201 -24.79490
C13 19.47199 5.44455 -25.42205
H14 17.87907 6.57830 -24.46609
H15 17.28159 5.42707 -25.50056
H16 17.07117 4.26744 -23.43960
H17 18.45706 4.96260 -22.71762
H18 18.55856 2.93491 -24.99670
H19 19.23637 2.88808 -23.37732
H20 19.42874 5.30406 -26.50209
H21 20.04071 6.36558 -25.29415
C14 26.64019 3.27546 -19.04596
C15 25.23884 3.24541 -18.59447
C16 24.47017 2.44272 -19.67640
O11 25.48888 1.87321 -20.58181
C17 26.69799 1.92147 -19.82117
H22 27.40109 3.34146 -18.26830
H23 26.72428 4.09678 -19.75762
H24 24.75019 4.19687 -18.38458
H25 25.01315 2.73138 -17.66015
H26 23.93942 3.07822 -20.38529
H27 23.80817 1.67272 -19.28021
H28 27.57386 1.75783 -20.44899
H29 26.71698 1.03602 -19.18578
C18 19.18829 -3.75354 -24.30422
C19 18.45091 -5.02160 -24.16997
C20 19.46750 -6.08959 -24.59391
O12 20.79233 -5.50217 -24.50078
C21 20.60243 -4.17256 -23.89138
H30 18.80724 -2.92328 -23.70960
H31 19.17971 -3.45117 -25.35142
H32 17.49362 -5.08083 -24.68787
H33 18.14380 -5.25875 -23.15137
H34 19.31141 -6.32158 -25.64744
H35 19.39753 -7.02400 -24.03705
H36 21.34727 -3.41322 -24.12955
H37 20.59190 -4.28815 -22.80758
Br1 16.66083 1.13721 -22.72416
C22 16.40741 -0.77715 -23.12788
C23 16.49856 -1.65934 -21.94984
Br2 15.77988 -3.48936 -22.33268
H38 17.11626 -1.06213 -23.90533
H39 15.44254 -0.83719 -23.63138
H40 15.88629 -1.27318 -21.13491
H41 17.54933 -1.68671 -21.66133

The value obtained for the largest force on an atom is 6.55 eV Å⁻¹. As for the expectation value of S²: 8.77. For the calculated total energy, the calculation gives -357122.8870 eV. Its HOMO energy (spin up / spin down) is -14.40 / -14.40 eV. The spin multiplicity is 6. The LUMO energy (spin up / spin down) comes out at -6.14 / -10.69 eV. The HOMO-LUMO gap (spin up / spin down) is 0.304 / 0.137 Eh. The charge is +2.

=====

Record 3
# C2HF2O3S

A molecular structure, C2HF2O3S in a non-equilibrium geometry (ωB97M-V/def2-TZVPD, OMol25).

CARTESIAN COORDINATES (ANGSTROEM)
C1 3.17571 -0.30211 0.14319
C2 1.92241 0.51228 -0.23548
O1 3.00260 -1.49876 -0.19323
O2 4.05419 0.25402 0.76057
O3 -0.82233 -0.47165 -0.57236
F1 1.56072 1.43565 0.66255
F2 1.92324 1.10601 -1.45082
S1 0.91067 -0.98673 -0.35734
H1 -1.38647 -0.95197 0.01554

The energy above the lowest of the compared OMol25 structures with the same formula, charge and spin is 8.40 kcal/mol. The value obtained for the largest force on an atom is 2.55 eV Å⁻¹. For the calculated total energy, the calculation gives -24503.7959 eV. Its HOMO energy is -4.57 eV. The LUMO energy comes out at 3.56 eV. The HOMO-LUMO gap is 0.299 Eh. The charge is -1.

=====

Record 4
# C51H79ClF3I2N8O10PS2

7 unconnected molecules or ions with the total composition C51H79ClF3I2N8O10PS2 in a non-equilibrium geometry (ωB97M-V/def2-TZVPD, OMol25).

CARTESIAN COORDINATES (ANGSTROEM)
C1 -0.10147 2.56682 6.82899
C2 -1.44094 2.87973 6.47085
C3 -2.15767 2.38262 5.13935
C4 -3.20527 1.24911 5.04172
C5 -3.80298 0.83697 3.65191
C6 -4.88357 -0.36858 3.72932
C7 -4.04762 -1.71258 4.00289
C8 -4.72151 -3.05447 3.43729
C9 -3.59388 -4.21135 3.50573
S1 -2.68546 -4.49487 1.91659
O1 -2.43343 -5.99454 1.79850
O2 -1.30874 -3.84751 1.93366
Cl1 -3.69179 -3.86558 0.21456
C10 -3.41376 1.54875 2.30839
C11 -4.04524 1.06548 0.91769
F1 -4.15660 -0.37088 0.83924
F2 -5.39235 1.52908 0.73244
F3 -3.21994 1.39483 -0.20627
C12 -2.38536 2.74187 2.40809
C13 -1.77811 3.09981 3.81768
S2 -0.50521 4.46841 3.87332
C14 0.44318 4.07866 2.30588
C15 1.98039 4.17868 2.23103
C16 2.74739 3.80616 0.94238
C17 4.34956 3.87867 0.91885
C18 4.85513 2.38806 1.35488
O3 6.14315 2.06515 0.77180
C19 4.76184 2.12553 2.93896
N1 4.57704 0.69015 3.30506
C20 1.88156 3.33076 -0.27628
P1 2.88209 2.88353 -1.83611
O4 3.46874 4.15668 -2.50440
C21 0.30579 3.23736 -0.20515
C22 -0.41551 2.77527 -1.57176
C23 -0.20151 3.85078 -2.77425
C24 0.52490 5.21527 -2.58250
C25 0.78685 6.25459 -3.69633
C26 0.29392 5.97014 -5.13431
C27 -0.43323 4.61215 -5.37424
C28 -0.69313 3.55289 -4.24908
C29 -1.45194 2.20857 -4.68666
C30 -0.48371 3.61387 1.11264
N2 -1.96814 3.54315 1.21117
C31 -2.56627 4.92078 1.24566
I1 -1.31957 6.44547 0.22981
C32 -4.01788 5.06121 0.58745
C33 -5.22900 4.48211 1.50116
I2 -4.10961 4.36969 -1.49624
H1 0.43835 1.67274 6.37187
H2 0.45040 3.22288 7.59686
H3 -2.01563 3.56973 7.16908
H4 -3.52592 0.72845 6.01512
H5 -5.50559 -0.14465 4.67866
H6 -5.57580 -0.40635 2.82636
H7 -3.76301 -1.83835 5.11777
H8 -3.04173 -1.58958 3.44644
H9 -5.57964 -3.38369 4.13947
H10 -5.17356 -2.90897 2.39795
H11 -4.02006 -5.18938 3.94303
H12 -2.80007 -3.86159 4.27013
H13 2.54038 4.50564 3.17416
H14 4.74731 4.13909 -0.13006
H15 4.73919 4.61522 1.70848
H16 4.08920 1.66513 0.86532
H17 6.29426 1.12169 1.03662
H18 5.76179 2.47333 3.40678
H19 3.93891 2.71822 3.46767
H20 3.60563 0.37710 3.18608
H21 5.23215 0.10142 2.76427
H22 3.90160 1.96155 -1.41816
H23 1.98805 2.15682 -2.69872
H24 -1.54524 2.66134 -1.46509
H25 0.03889 1.78622 -1.91588
H26 0.89777 5.48199 -1.53164
H27 1.34739 7.23635 -3.47616
H28 0.49315 6.73714 -5.94888
H29 -0.76313 4.40340 -6.45589
H30 -0.64134 1.40271 -4.81890
H31 -2.27683 1.91740 -3.95465
H32 -1.87254 2.40374 -5.74634
H33 -2.66708 5.32436 2.32713
H34 -4.22231 6.19677 0.51615
H35 -5.80376 5.38495 1.94394
H36 -4.88115 3.86621 2.39383
H37 -5.95910 3.94975 0.80797
C34 11.11982 1.48416 -1.33463
N3 9.87379 1.37964 -0.60118
C35 9.52210 2.42649 0.33863
C36 9.02307 0.32982 -0.76642
O5 7.96398 0.18409 -0.18196
H38 11.94802 1.51635 -0.62405
H39 11.10749 2.40376 -1.92618
H40 11.25441 0.63143 -2.00172
H41 9.40645 1.99014 1.33416
H42 8.57024 2.87176 0.03942
H43 10.29580 3.19512 0.36228
H44 9.38413 -0.40717 -1.50147
C37 16.02856 1.73840 2.51334
N4 14.80990 1.28928 1.87150
C38 13.54322 1.49582 2.54690
C39 14.81635 0.67831 0.65240
O6 13.83021 0.27879 0.06122
H45 16.13403 1.22822 3.47415
H46 15.96821 2.81741 2.67699
H47 16.90009 1.51900 1.89454
H48 13.06096 0.52844 2.70743
H49 12.89597 2.10891 1.91471
H50 13.69695 1.99274 3.50540
H51 15.82778 0.57114 0.22831
C40 -1.78549 -9.03934 1.72956
N5 -2.10257 -10.41724 1.40752
C41 -3.32968 -10.99250 1.92011
C42 -1.28295 -11.18935 0.63774
O7 -1.49192 -12.34868 0.33250
H52 -1.71564 -8.93553 2.81544
H53 -2.58059 -8.39356 1.35092
H54 -0.83765 -8.73984 1.28006
H55 -3.08773 -11.86052 2.53851
H56 -3.94875 -11.32198 1.08150
H57 -3.87666 -10.25933 2.51451
H58 -0.37921 -10.65639 0.30063
C43 -5.21383 -0.46763 -8.68680
N6 -3.99953 0.13215 -8.15953
C44 -2.94072 -0.73580 -7.68198
C45 -3.82129 1.48342 -8.09714
O8 -2.82628 2.04311 -7.66508
H59 -5.67255 -1.07588 -7.90523
H60 -4.95730 -1.09982 -9.54119
H61 -5.92246 0.29719 -9.00759
H62 -2.74637 -0.51810 -6.62820
H63 -2.03049 -0.53826 -8.25351
H64 -3.22440 -1.78286 -7.79405
H65 -4.68251 2.05129 -8.48417
C46 -4.99982 1.02811 -3.76383
N7 -6.21545 0.57960 -4.40477
C47 -7.48791 0.78849 -3.74151
C48 -6.18765 -0.03172 -5.61651
O9 -7.16094 -0.43624 -6.22996
H66 -4.89698 0.52257 -2.80006
H67 -5.05929 2.10761 -3.60698
H68 -4.12832 0.80363 -4.38085
H69 -7.97127 -0.17844 -3.58132
H70 -8.12958 1.39873 -4.38186
H71 -7.34249 1.28940 -2.78361
H72 -5.16767 -0.13177 -6.02033
C49 -7.08438 -9.11119 2.27282
N8 -6.83926 -7.74111 1.87081
C50 -5.79071 -7.46838 0.90659
C51 -7.56291 -6.69931 2.37036
O10 -7.40620 -5.52801 2.07494
H73 -6.17502 -9.51890 2.72152
H74 -7.35199 -9.69876 1.39095
H75 -7.89703 -9.16623 2.99903
H76 -5.05785 -6.79556 1.35763
H77 -6.22787 -6.97576 0.03450
H78 -5.30122 -8.39340 0.59917
H79 -8.33229 -7.01536 3.09349

The value obtained for the largest force on an atom is 7.78 eV Å⁻¹. For the calculated total energy, the calculation gives -154383.0889 eV. Its HOMO energy is -7.84 eV. The LUMO energy comes out at -1.02 eV. The HOMO-LUMO gap is 0.251 Eh. Its SMILES is C=Cc1cc(CCCCS(=O)(=O)Cl)c(C(F)(F)F)c2c1Sc1cc(C[C@@H](O)CN)c([PH2]=O)c(Cc3ccccc3C)c1N2[C@@H](I)[C@H](C)I.CN(C)C=O.CN(C)C=O.CN(C)C=O.CN(C)C=O.CN(C)C=O.CN(C)C=O.

=====

Record 5
# C5H14S

2 unconnected molecules or ions with the total composition C5H14S in a non-equilibrium geometry (ωB97M-V/def2-TZVPD, OMol25).

CARTESIAN COORDINATES (ANGSTROEM)
C1 -0.78811 -1.28195 0.71399
C2 -0.77184 -1.43091 -0.79225
S1 0.64906 -0.79246 -1.68212
C3 0.23996 0.94499 -1.94725
H1 -1.80582 -1.42999 1.08689
H2 -0.60025 -0.25889 1.03660
H3 -0.15034 -1.94793 1.29282
H4 -0.71171 -2.49847 -1.04484
H5 -1.75466 -1.23644 -1.22670
H6 0.50052 1.28018 -2.95600
H7 -0.82161 1.16580 -1.91032
H8 0.77770 1.54927 -1.22052
C4 0.78134 1.43148 2.11014
C5 -0.56332 1.51116 2.83408
H9 0.59254 1.33644 1.03596
H10 1.50397 2.20788 2.35368
H11 1.32291 0.48902 2.26478
H12 -1.40878 1.20990 2.22224
H13 -0.70863 2.54735 3.14374
H14 -0.59075 0.93565 3.76006

The energy above the lowest of the compared OMol25 structures with the same formula, charge and spin is 14.86 kcal/mol. The value obtained for the largest force on an atom is 1.59 eV Å⁻¹. For the calculated total energy, the calculation gives -16246.6569 eV. Its HOMO energy is -8.52 eV. The LUMO energy comes out at 0.99 eV. The HOMO-LUMO gap is 0.349 Eh. Its SMILES is CCSC.CC.

=====

Record 6
# C3H5N4O4

A gas-phase ion, C3H5N4O4 (charge +1) in a non-equilibrium geometry (ωB97M-V/def2-TZVPD, OMol25).

CARTESIAN COORDINATES (ANGSTROEM)
O1 3.72851 1.27264 0.44681
N1 2.63239 1.63789 0.18999
O2 2.32656 2.78103 0.12406
C1 1.63674 0.68012 0.00436
C2 1.79836 -0.65898 -0.21128
N2 3.15002 -1.34280 -0.09887
O3 3.77904 -1.50670 -1.06318
O4 3.35664 -1.77018 0.99798
N3 0.56272 -1.26382 -0.39657
N4 -0.47167 -0.36556 -0.28947
C3 0.14932 1.05271 0.06620
H1 0.28862 -2.11632 0.06385
H2 -1.08725 -0.55425 0.50708
H3 -1.15342 -0.24726 -1.24802
H4 -0.07014 1.36242 1.16826
H5 -0.20357 1.88169 -0.63202

The energy above the lowest of the compared OMol25 structures with the same formula, charge and spin is 152.52 kcal/mol. The value obtained for the largest force on an atom is 5.20 eV Å⁻¹. For the calculated total energy, the calculation gives -17325.5084 eV. Its HOMO energy is -14.68 eV. The LUMO energy comes out at -4.93 eV. The HOMO-LUMO gap is 0.358 Eh. Its SMILES is O=[N+]([O-])C1=C([N+](=O)[O-])N[NH2+]C1. The charge is +1.